{"formula": "C4H8N2OS", "method": "ωB97M-V/def2-TZVPD", "symbols": ["C", "C", "C", "C", "H", "H", "H", "H", "H", "H", "H", "H", "N", "N", "O", "S"], "positions_angstrom": [[0.51799, -1.17448, 0.05045], [1.37906, -0.80638, 1.27285], [-0.51927, -0.22339, 0.67713], [-0.76404, 1.13435, 0.04514], [1.74567, -1.53267, -1.51378], [1.36829, 0.02091, -1.35798], [0.18943, -2.25020, 0.06360], [1.75414, -1.65635, 1.85181], [2.15696, -0.03495, 1.03750], [-1.51555, -0.65740, 0.76949], [0.05340, 1.90726, 0.14786], [-3.51737, 2.41155, -1.65046], [0.98361, -0.93385, -1.23983], [-1.87471, 1.27044, -0.55390], [0.27946, -0.14305, 1.89722], [-2.23709, 2.66822, -1.49709]], "forces_ev_per_a": [[0.1, -1.2, 1.1], [0.4, 0.3, -0.2], [-0.3, 0.4, 0.2], [0.6, 0.2, -0.1], [0.0, -0.4, 0.0], [-0.5, -0.7, 0.2], [0.1, 1.0, 0.4], [0.2, 0.3, 0.1], [-0.2, -0.9, 0.1], [0.1, -0.1, 0.5], [-0.8, -0.6, -0.3], [-0.6, -0.3, 0.0], [0.9, 1.7, -2.0], [-0.1, 0.3, -0.4], [-1.1, 0.0, -0.2], [1.2, -0.1, 0.7]], "lumo_energy_ha": 0.0292, "smiles": "N[C@H]1CO[C@H]1/C=N/S", "max_force_ev_per_a": 2.8, "homo_ev": -9.05}

***

{"formula": "C8H24O5", "method": "ωB97M-V/def2-TZVPD", "symbols": ["C", "C", "C", "C", "C", "C", "C", "C", "H", "H", "H", "H", "H", "H", "H", "H", "H", "H", "H", "H", "H", "H", "H", "H", "O", "H", "H", "O", "H", "H", "O", "H", "H", "O", "H", "H", "O"], "positions_angstrom": [[0.02267, -1.42190, -2.81102], [-0.08084, 0.08848, -2.52465], [-1.20482, 0.45991, -1.61125], [-2.12121, 1.36564, -1.90630], [-0.32669, 0.23138, 0.70198], [-1.16915, -0.16386, -0.25406], [-2.25051, -1.21268, 0.01309], [0.46176, 1.51297, 0.59092], [-0.67304, -1.62074, -3.63137], [-0.29412, -2.09452, -2.02213], [0.99379, -1.64216, -3.23898], [-0.25498, 0.57932, -3.48761], [0.89729, 0.49446, -2.26944], [-2.08708, 1.95824, -2.82041], [-2.95972, 1.67127, -1.28793], [-0.24558, -0.38492, 1.58274], [-3.08949, -0.63924, 0.40735], [-2.35748, -1.82979, -0.87652], [-1.93233, -1.87556, 0.82056], [1.44591, 1.27548, 0.20377], [0.51442, 2.06053, 1.51962], [-0.03209, 2.16615, -0.13131], [3.13985, 0.24317, 0.08390], [2.97977, 1.58283, -0.49811], [3.57093, 0.82073, -0.56025], [-3.07766, 2.36339, 1.25341], [-1.95226, 1.77710, 2.13121], [-2.89808, 1.73511, 1.96052], [3.01898, 1.78874, 1.75188], [3.24484, 0.12957, 2.14700], [3.08292, 1.05298, 2.34850], [2.04822, -2.02352, 1.59352], [2.49566, -1.78174, 0.12614], [2.81641, -2.03931, 1.00468], [-1.10644, -1.87854, 2.79490], [-0.36994, -2.81161, 3.65215], [-0.24988, -1.93736, 3.24347]], "forces_ev_per_a": [[-0.7, 0.5, -1.0], [0.1, 0.0, -1.0], [0.3, 0.4, 1.1], [-0.5, 0.9, -0.7], [-0.2, 0.3, -0.6], [-0.5, -0.7, 0.2], [1.7, 0.3, 0.3], [-0.4, -0.4, -0.6], [-0.1, -0.1, 0.1], [0.5, 0.0, 0.4], [0.3, -0.3, 0.4], [-0.2, 0.0, 0.0], [0.0, 0.0, 0.8], [0.1, -0.4, -0.1], [0.2, -0.4, 0.4], [0.0, 0.3, 0.3], [-0.5, -0.4, -0.6], [-0.8, 0.1, 0.1], [0.0, 0.0, 0.0], [0.0, 0.3, 0.3], [0.3, -0.1, 0.4], [0.1, 0.0, -0.1], [0.5, -0.3, 0.0], [0.4, 0.1, -0.5], [-0.5, 0.1, 0.1], [0.2, 0.0, 0.1], [0.0, 0.0, -0.2], [-0.3, 0.0, 0.1], [0.4, -0.8, -1.0], [0.2, 0.5, -1.2], [-0.4, 0.2, 2.6], [-0.1, 0.0, -0.2], [-0.1, -0.3, 0.3], [-0.1, 0.4, -0.1], [0.2, 0.5, -0.1], [0.5, 0.3, 0.1], [-0.7, -0.9, 0.0]], "lumo_energy_ha": 0.0131, "smiles": "C=C(CC)/C(C)=C\\C.O.O.O.O.O", "max_force_ev_per_a": 2.6, "homo_ev": -9.19}

***

{"formula": "BH4NO", "method": "ωB97M-V/def2-TZVPD", "symbols": ["B", "N", "O", "H", "H", "H", "H"], "positions_angstrom": [[1.18747, 1.04520, -0.76312], [-1.18604, -0.89670, 0.65519], [0.34009, 1.78808, -0.59493], [2.15153, 0.36367, -0.97444], [-0.90315, -0.26075, 1.38236], [-0.42276, -1.58872, 0.56650], [-1.16714, -0.45079, -0.27156]], "forces_ev_per_a": [[6.3, -5.3, -1.2], [1.9, 0.6, -1.2], [-5.6, 4.7, 1.1], [-0.6, 0.5, 0.1], [-0.7, 1.0, 1.9], [0.2, -1.9, 0.3], [-1.4, 0.4, -1.0]], "spin_multiplicity": 3, "lumo_energy_ha": [0.0366, -0.1794], "max_force_ev_per_a": 8.3, "s_squared": 2.003, "homo_ev": [-4.24, -13.33]}